(1)
Computed, not measured: a cluster of 4 separate species, C16H20N4 in total in a non-equilibrium geometry, with ωB97M-V with the def2-TZVPD basis set.

CARTESIAN COORDINATES (ANGSTROEM)
C (0.241, 4.533, -3.643)
C (1.281, 3.645, -3.342)
C (2.033, 4.178, -2.327)
N (1.588, 5.432, -2.051)
C (0.466, 5.644, -2.879)
H (-0.593, 4.422, -4.321)
H (1.336, 2.639, -3.730)
H (2.865, 3.816, -1.741)
H (1.918, 6.077, -1.347)
H (-0.047, 6.594, -2.856)
C (-4.458, -1.613, -1.810)
C (-5.222, -0.659, -1.210)
C (-4.369, 0.132, -0.447)
N (-3.082, -0.427, -0.498)
C (-3.144, -1.541, -1.288)
H (-4.858, -2.345, -2.497)
H (-6.292, -0.526, -1.272)
H (-4.542, 0.877, 0.315)
H (-2.379, -0.241, 0.203)
H (-2.258, -2.148, -1.404)
C (4.280, -6.194, 1.527)
C (3.819, -4.919, 1.658)
C (2.458, -4.986, 1.755)
N (2.018, -6.278, 1.677)
C (3.165, -7.089, 1.493)
H (5.295, -6.497, 1.316)
H (4.464, -4.054, 1.632)
H (1.789, -4.164, 1.965)
H (1.075, -6.617, 1.803)
H (3.189, -8.161, 1.370)
C (-0.286, 1.213, 3.013)
C (-1.013, 2.363, 2.955)
C (-0.677, 2.954, 1.786)
N (0.472, 2.415, 1.323)
C (0.670, 1.306, 2.076)
H (-0.485, 0.379, 3.671)
H (-1.827, 2.686, 3.587)
H (-1.208, 3.735, 1.262)
H (0.889, 2.823, 0.499)
H (1.429, 0.597, 1.779)

Values from the calculation:
HOMO	-0.2918	hartree
SMILES string	c1cc[nH]c1.c1cc[nH]c1.c1cc[nH]c1.c1cc[nH]c1
orbital gap	8.406	eV
ΔE to the lowest compared entry with this formula, charge and spin	287.4	kJ/mol

(2)
Computed, not measured: a structure of composition C5H10AsCl10F6NiO4PY in a non-equilibrium geometry, with ωB97M-V with the def2-TZVPD basis set.

CARTESIAN COORDINATES (ANGSTROEM)
Y (25.674, 24.364, 23.649)
Ni (25.001, 21.251, 25.607)
P (24.194, 23.469, 25.645)
O (23.485, 22.308, 26.332)
O (24.549, 22.639, 24.355)
O (25.771, 23.266, 25.695)
O (23.813, 24.671, 24.730)
As (27.346, 20.761, 22.949)
F (28.648, 21.317, 23.909)
F (27.878, 19.124, 22.973)
F (25.918, 20.317, 22.069)
F (26.714, 22.473, 22.967)
F (28.199, 21.060, 21.469)
F (26.409, 20.507, 24.451)
C (30.127, 22.908, 20.165)
Cl (30.829, 23.077, 21.788)
Cl (30.434, 21.344, 19.406)
H (29.063, 23.073, 20.277)
H (30.566, 23.685, 19.550)
C (26.065, 17.331, 21.078)
Cl (24.443, 18.043, 20.737)
Cl (26.171, 15.689, 20.473)
H (26.776, 17.908, 20.502)
H (26.130, 17.332, 22.154)
C (24.402, 22.157, 20.161)
Cl (25.999, 22.027, 19.406)
Cl (24.293, 23.621, 21.185)
H (23.665, 22.284, 19.377)
H (24.237, 21.279, 20.775)
C (27.703, 16.932, 25.496)
Cl (26.720, 16.111, 24.269)
Cl (26.773, 18.134, 26.424)
H (28.027, 16.185, 26.211)
H (28.553, 17.428, 25.041)
C (30.422, 17.957, 21.787)
Cl (31.466, 18.210, 23.204)
Cl (29.438, 16.504, 21.918)
H (29.786, 18.815, 21.607)
H (31.080, 17.850, 20.931)

Values from the calculation:
HOMO (spin up / spin down)	-0.4613 / -0.4613	hartree
expectation value of S²	2.006
total charge	+1
orbital gap (spin up / spin down)	7.090 / 7.059	eV
ΔE to the lowest compared entry with this formula, charge and spin	112.7	kJ/mol
spin multiplicity	3

(3)
Computed, not measured: the molecule C19H23ClN2O5 in a non-equilibrium geometry, with ωB97M-V with the def2-TZVPD basis set.

CARTESIAN COORDINATES (ANGSTROEM)
C (1.595, 0.461, -1.186)
C (1.964, 1.231, -0.190)
N (2.668, 0.719, 1.022)
C (4.105, 0.878, 1.021)
C (4.449, 2.090, 1.612)
C (5.739, 2.570, 2.243)
C (6.631, 2.881, 1.077)
C (5.563, 3.956, 0.437)
O (4.336, 3.304, 0.512)
C (2.107, -0.011, 1.906)
O (2.781, -0.937, 2.793)
C (0.694, -0.568, 1.841)
C (0.089, -1.827, 1.625)
C (-1.193, -1.628, 1.837)
C (-2.434, -2.545, 1.585)
O (-3.427, -1.837, 0.720)
C (-3.043, -1.608, -0.720)
C (-1.806, -2.015, -1.151)
C (-1.562, -1.893, -2.377)
C (-2.364, -0.893, -3.121)
O (-1.828, -0.957, -4.365)
C (-2.805, 0.053, -5.290)
C (-3.470, -0.646, -2.679)
C (-3.853, -0.799, -1.203)
Cl (-5.422, -0.420, -0.586)
O (-1.502, -0.251, 1.919)
N (-0.345, 0.416, 1.705)
H (1.034, 0.905, -2.036)
H (2.479, -0.068, -1.553)
H (1.030, -0.484, -0.980)
H (0.933, 1.509, 0.461)
H (2.561, 2.247, -0.143)
H (4.524, 0.749, 0.091)
H (4.366, 0.035, 2.001)
H (3.576, 2.552, 2.283)
H (5.931, 3.107, 2.983)
H (6.146, 1.449, 2.430)
H (6.677, 2.100, 0.194)
H (7.398, 3.286, 1.007)
H (5.725, 4.824, 0.659)
H (5.729, 3.720, -0.757)
H (0.489, -2.732, 1.966)
H (-2.071, -3.550, 1.349)
H (-3.089, -2.474, 2.612)
H (-1.140, -2.815, -0.484)
H (-0.593, -2.018, -2.880)
H (-2.163, 0.276, -6.391)
H (-3.735, -0.499, -5.350)
H (-2.884, 1.221, -4.824)
H (-4.279, 0.161, -3.115)

Values from the calculation:
HOMO	-0.3250	hartree
SMILES string	CCN(C[C@H]1CCCO1)C(=O)c1cc(COc2ccc(OC)cc2Cl)on1
orbital gap	9.272	eV
ΔE to the lowest compared entry with this formula, charge and spin	2036.3	kJ/mol

Q: Number 1 is which compound?
A: C16H20N4